[1]
67
Properties=species:S:1:pos:R:3:forces:R:3 method="wB97M-V/def2-TZVPD" charge=+3 gap_ha="0.140 / 0.142" relative_energy_kcal_mol=0.0 homo_ev="-15.71 / -15.71"
Mn -0.541 0.042 0.928 0.2 0.4 -0.1
Cl 2.502 -2.962 6.598 -0.1 0.1 -0.1
C 1.556 -2.102 5.438 0.3 -0.5 0.7
C 0.188 -1.974 5.647 -0.4 0.3 -0.4
C -0.585 -1.288 4.725 0.2 -0.6 0.8
C 0.013 -0.779 3.590 -1.7 1.0 -1.3
O -0.799 -0.105 2.708 0.4 -0.1 0.5
C 1.376 -0.888 3.379 1.1 -0.3 0.2
C 2.011 -0.184 2.302 0.1 0.1 -0.1
N 1.372 0.259 1.275 0.1 0.0 -0.4
C 1.958 1.301 0.475 -0.2 -0.7 0.5
C 3.265 1.395 0.124 0.2 0.6 -0.3
C 3.706 2.558 -0.560 0.1 -0.3 0.1
C 2.847 3.574 -0.853 -0.2 -0.1 0.0
C 1.472 3.464 -0.507 0.3 0.2 -0.2
C 0.513 4.465 -0.772 0.2 0.0 -0.1
C -0.780 4.269 -0.395 -0.1 -0.3 0.3
C -1.134 3.066 0.246 0.0 -0.2 0.2
N -0.280 2.095 0.512 0.3 0.3 -0.1
C 1.037 2.305 0.142 -0.6 -0.1 0.3
C 2.160 -1.544 4.352 0.1 0.3 -0.7
H -0.259 -2.402 6.525 -0.1 -0.1 0.2
H -1.645 -1.178 4.901 0.0 0.1 -0.1
H 3.063 0.091 2.398 -0.1 -0.1 0.2
H 3.977 0.625 0.362 0.1 -0.2 0.1
H 4.747 2.635 -0.829 0.1 0.0 0.0
H 3.215 4.458 -1.349 -0.1 0.1 -0.1
H 0.813 5.380 -1.270 0.0 0.0 0.0
H -1.519 5.028 -0.567 -0.3 0.1 0.0
H -2.154 2.882 0.563 0.0 0.1 -0.1
H 3.234 -1.626 4.240 0.0 0.1 -0.1
Se -5.096 2.802 -0.278 -0.7 -0.4 0.7
Sb -6.833 2.791 1.334 1.3 -0.1 -0.5
Se -3.428 1.035 2.932 -0.5 -0.1 -0.6
Se -3.241 0.110 0.898 -0.4 0.8 0.6
Se -5.671 1.292 3.296 0.2 -0.2 -0.1
C -0.136 -1.688 -5.003 0.0 -0.1 -0.2
C 0.448 -0.386 -4.523 0.3 0.6 0.2
N -0.242 0.130 -3.323 0.3 -0.4 0.3
C -1.375 1.037 -3.531 0.3 0.1 0.0
C -2.752 0.391 -3.486 -0.1 -0.2 -0.1
C 0.094 -0.291 -2.100 -0.1 0.0 -0.4
C 1.338 -1.095 -1.898 0.1 0.1 0.2
N -0.643 0.021 -1.053 -0.5 0.3 0.3
H 0.388 -2.022 -5.891 0.1 -0.1 -0.2
H -1.187 -1.594 -5.248 -0.2 0.1 -0.1
H -0.049 -2.470 -4.261 0.1 -0.2 0.3
H 0.371 0.407 -5.268 0.0 -0.2 -0.1
H 1.514 -0.469 -4.307 -0.1 -0.1 0.0
H -1.212 1.515 -4.496 -0.1 0.0 0.0
H -1.271 1.838 -2.791 -0.2 0.1 0.0
H -2.928 -0.267 -4.338 0.1 0.1 0.0
H -3.521 1.164 -3.508 0.0 0.0 0.0
H -2.897 -0.226 -2.598 0.0 0.0 0.1
H 1.320 -2.012 -2.471 -0.1 -0.2 -0.1
H 1.459 -1.337 -0.844 0.0 0.0 -0.1
H 2.210 -0.527 -2.229 0.0 0.0 0.0
H -1.426 0.605 -1.341 0.2 -0.2 0.1
N 1.194 -4.839 1.769 0.0 0.8 0.0
N 0.292 -3.861 1.395 0.8 -1.4 0.4
N -0.996 -4.100 1.477 0.2 0.5 -0.2
C -1.473 -2.904 1.177 -0.2 -0.1 0.0
N -0.509 -2.018 0.928 0.6 0.1 0.2
N 0.657 -2.668 1.088 -0.8 0.1 -0.1
H 0.744 -5.743 1.767 0.0 -0.1 -0.2
H 2.054 -4.762 1.237 -0.2 -0.2 0.0
H -2.526 -2.721 1.159 -0.3 0.2 -0.1

[2]
40
Properties=species:S:1:pos:R:3:forces:R:3 method="wB97M-V/def2-TZVPD" charge=-1 gap_ha=0.282 relative_energy_kcal_mol=14.4 homo_ev=-5.45
Sn 28.488 -31.194 8.234 -0.5 0.8 -2.5
B 25.765 -31.526 6.948 0.8 0.4 0.6
H 26.524 -32.479 6.831 0.0 0.1 0.0
H 24.783 -31.660 6.240 -0.1 -0.1 0.4
H 25.593 -31.364 8.170 -0.4 0.0 0.1
H 26.314 -30.477 6.567 0.4 -0.1 0.0
B 29.071 -32.469 5.422 -0.1 -0.5 0.6
H 28.193 -33.265 5.696 0.0 0.0 -0.1
H 28.647 -31.324 5.520 -0.2 -0.1 0.0
H 30.013 -32.605 6.219 -0.3 -0.1 0.0
H 29.484 -32.709 4.296 0.2 0.3 0.0
B 29.828 -29.209 10.436 -0.3 0.6 0.9
H 30.277 -29.800 9.471 0.2 -0.7 -0.5
H 30.571 -28.256 10.652 0.0 0.0 -0.3
H 28.719 -28.777 10.168 0.1 -0.2 0.2
H 29.831 -29.864 11.470 -0.1 -0.4 -0.3
C 32.564 -31.917 7.946 -0.1 1.0 0.2
O 31.531 -31.297 7.201 0.3 0.1 0.1
C 31.919 -30.063 6.613 -0.7 -0.1 1.0
C 30.835 -29.587 5.694 -0.7 0.5 -1.1
N 29.524 -29.209 6.242 0.0 0.0 1.1
C 29.438 -28.099 7.186 1.2 -0.1 0.6
C 28.001 -27.725 7.453 -0.6 0.4 -0.7
O 27.420 -28.635 8.351 0.2 -0.5 0.0
C 26.128 -28.313 8.794 -0.4 0.1 1.5
H 32.890 -31.266 8.770 0.0 0.1 0.0
H 33.436 -32.088 7.308 -0.1 -0.4 0.0
H 32.160 -32.813 8.408 0.1 -0.2 -0.3
H 32.818 -30.172 5.998 0.2 -0.1 0.2
H 32.063 -29.347 7.434 0.4 0.1 -0.1
H 30.618 -30.370 4.968 0.0 -0.2 0.1
H 31.243 -28.744 5.106 0.1 0.0 0.2
H 28.905 -28.985 5.472 -0.1 -0.6 -0.1
H 30.106 -27.252 6.955 -0.6 0.3 -0.6
H 29.884 -28.432 8.127 -0.3 0.0 0.1
H 27.361 -27.770 6.555 0.4 0.2 -0.3
H 27.932 -26.698 7.832 0.1 -0.1 0.2
H 25.964 -27.231 8.905 0.2 0.0 -0.7
H 26.065 -28.617 9.850 0.1 -0.4 -0.3
H 25.326 -28.818 8.254 0.2 0.1 -0.3

[3]
52
Properties=species:S:1:pos:R:3:forces:R:3 method="wB97M-V/def2-TZVPD" gap_ha="0.342 / 0.142" homo_ev="-10.73 / -10.71" spin_multiplicity=2
O 0.147 0.819 -1.615 -0.1 0.5 -0.2
C 0.517 -0.341 -1.323 -0.9 -3.3 2.5
O 0.210 -0.832 -0.179 0.8 0.9 -3.0
H 0.948 -1.054 -2.077 0.0 1.2 0.3
H -2.229 1.379 1.649 -0.2 -0.8 1.3
H -3.329 0.390 2.026 -0.7 -0.2 -0.1
O -2.555 0.799 2.400 0.0 1.1 -0.4
H 2.011 -3.018 0.432 0.1 -0.6 -0.4
H 0.692 -3.311 -0.132 0.9 -0.5 -0.3
O 1.636 -3.491 -0.355 -1.1 1.0 0.3
H 0.006 3.133 2.633 4.5 -0.2 -0.8
H 1.333 3.505 1.688 -0.6 -0.1 0.0
O 1.084 3.007 2.482 -4.0 0.0 1.2
H 0.568 3.088 -0.798 -2.4 0.6 -1.9
H 1.927 2.690 -0.665 0.0 0.8 0.9
O 1.245 3.218 -0.200 2.3 -0.5 2.4
H 0.955 0.443 2.585 -0.9 1.8 -0.1
H 0.085 -0.338 1.137 2.7 1.2 3.3
O 0.612 -0.341 2.186 -1.2 -1.4 -2.8
H -0.787 -1.166 2.214 -1.1 -0.7 1.5
H -2.053 -0.940 2.967 -0.1 0.3 0.2
O -1.554 -1.671 2.600 0.9 -0.4 0.2
H -0.903 -0.092 -3.257 1.9 4.3 2.4
H -0.769 -1.440 -3.574 3.3 -5.2 0.7
O -1.287 -0.745 -3.708 -5.7 1.1 -3.5
H -0.455 -3.568 -2.294 0.1 1.3 -1.5
H 0.769 -2.882 -2.066 0.7 0.1 -0.5
O 0.071 -2.837 -2.750 -0.4 -2.1 2.1
H 0.604 -3.513 2.095 2.6 2.1 1.0
H 1.327 -2.132 2.709 -0.6 -0.8 -0.5
O 1.488 -2.963 2.213 -2.1 -1.5 -0.2
H -1.724 2.268 -1.949 -1.1 1.7 0.0
H -2.932 1.744 -1.495 -1.1 0.9 0.0
O -2.614 2.661 -1.702 1.7 -2.5 -0.5
H -0.219 1.891 0.401 -2.3 -0.5 0.5
H -1.396 0.969 -0.343 0.3 2.1 2.6
O -1.219 1.622 0.460 2.6 -1.1 -3.1
H -1.183 -2.228 0.543 -2.0 -0.3 0.5
H -2.771 -2.373 0.881 -0.4 -0.5 2.0
O -2.121 -2.171 0.250 2.5 -0.1 -3.1
H 3.030 1.133 1.669 -1.3 3.1 -1.4
H 2.391 -0.056 2.428 2.7 1.0 -1.2
O 3.273 0.401 2.141 -0.7 -4.2 2.4
H -3.058 -1.031 -1.771 -0.2 2.4 2.4
H -2.446 -0.526 -0.340 -2.3 -0.4 -1.8
O -3.186 -0.291 -1.029 2.2 -1.5 -1.0
H 0.594 2.546 -2.917 3.3 1.1 0.8
H 1.766 1.816 -2.122 0.2 2.9 -1.6
O 1.562 2.758 -2.537 -2.9 -4.0 -1.5
H 3.827 1.556 -0.188 -0.9 -0.9 -1.5
H 2.847 0.354 -0.479 1.2 1.5 -0.5
O 3.263 1.160 -0.927 -0.1 -0.9 2.2

[4]
22
Properties=species:S:1:pos:R:3:forces:R:3 method="wB97M-V/def2-TZVPD" charge=-1 gap_ha="0.084 / 0.316" relative_energy_kcal_mol=20.9 homo_ev="1.20 / -5.28" spin_multiplicity=2
C 2.077 2.059 0.477 0.2 -0.3 0.5
N 1.593 0.662 2.894 -0.1 -2.2 -2.2
C 1.967 -0.033 1.664 0.0 3.1 -0.3
N 2.217 0.614 0.554 -0.7 -2.1 1.7
H 1.192 2.326 -0.133 0.3 -0.1 0.2
H 2.978 2.395 -0.038 -0.1 0.4 0.0
H 1.998 2.564 1.458 0.0 0.0 -0.5
H 1.388 -0.004 3.637 0.3 0.2 0.3
H 2.201 1.432 3.124 0.2 0.2 0.4
H 2.038 -1.140 1.684 -0.2 0.9 0.0
C -1.095 -1.508 -0.084 -2.0 -0.9 -0.1
C -1.676 -1.128 -1.453 -0.7 1.1 0.2
C -2.382 -1.849 -2.343 -0.3 -0.1 1.0
C -1.541 0.382 -1.696 0.8 -0.6 -0.2
H -0.169 -1.010 0.088 0.7 0.4 0.1
H -0.958 -2.603 0.068 -0.2 0.7 -0.2
H -1.821 -1.126 0.705 0.9 -0.5 -0.8
H -2.824 -1.380 -3.241 0.4 -0.3 0.6
H -2.759 -2.842 -2.063 0.6 0.1 -0.4
H -1.989 0.621 -2.670 0.1 0.2 0.3
H -0.444 0.554 -1.747 -0.6 0.5 0.1
H -1.993 1.013 -0.884 0.5 -0.7 -0.6

[5]
23
Properties=species:S:1:pos:R:3:forces:R:3 method="wB97M-V/def2-TZVPD" gap_ha=0.314 relative_energy_kcal_mol=17.9 homo_ev=-8.18
C -1.854 -1.121 0.018 2.0 1.0 0.8
C -1.566 -0.828 -1.208 1.9 2.1 -2.4
O -2.335 -1.124 -2.306 -1.4 -1.6 1.3
C -1.902 -0.486 -3.381 0.2 0.7 -1.4
C -0.844 0.297 -3.181 -0.1 0.1 0.9
C -0.474 0.104 -1.778 -2.7 -2.2 -0.4
C 0.576 0.530 -1.176 4.4 0.1 5.3
Br 1.719 1.827 -1.956 0.0 -0.2 0.2
C 1.207 -0.061 0.498 -2.7 3.3 -7.0
O 1.481 -1.331 0.511 0.1 -1.6 -1.0
C 1.691 -1.636 1.792 1.3 -3.0 2.0
C 1.564 -0.557 2.552 -0.1 2.4 0.6
C 1.251 0.537 1.670 0.3 0.9 1.7
C 0.937 1.954 2.072 0.5 -2.2 3.1
Br -0.737 1.896 3.104 -0.4 0.1 0.0
H -2.703 -1.577 0.310 -2.7 -1.7 0.7
H -1.199 -0.768 0.792 0.2 0.1 0.2
H -2.494 -0.720 -4.257 0.2 0.3 -0.1
H -0.307 0.993 -3.784 0.0 -0.1 -0.7
H 2.046 -2.669 2.063 -0.7 1.3 -0.7
H 1.627 -0.234 3.567 0.3 -1.1 0.8
H 0.745 2.492 1.241 -0.5 2.1 -2.5
H 1.571 2.482 2.838 -0.1 -0.9 -1.4